Formula: C39H99Cl18O28P7
Source: the Open Molecules 2025 dataset
Level of theory: ωB97M-V with the def2-TZVPD basis set

Cartesian coordinates (Å):
Cl1 -3.279 0.258 6.129
C1 -3.351 -1.346 5.315
C2 -3.888 -1.211 3.946
Cl2 -3.946 -2.826 3.181
H1 -4.033 -1.966 5.893
H2 -2.381 -1.853 5.424
H3 -3.242 -0.546 3.360
H4 -4.885 -0.823 3.928
Cl3 0.441 4.839 1.689
C3 0.244 5.033 -0.081
C4 -0.633 3.995 -0.805
Cl4 -2.312 4.053 -0.208
H5 1.255 5.068 -0.420
H6 -0.105 6.043 -0.216
H7 -0.303 2.967 -0.652
H8 -0.632 4.263 -1.875
Cl5 1.572 -7.345 -1.614
C5 1.153 -6.993 0.042
C6 1.358 -8.162 0.910
Cl6 0.069 -9.412 0.763
H9 0.048 -6.762 0.031
H10 1.672 -6.063 0.324
H11 1.316 -7.709 1.945
H12 2.343 -8.611 0.747
Cl7 2.612 -4.248 3.046
C7 1.028 -3.626 2.456
C8 -0.038 -4.026 3.426
Cl8 -0.529 -5.812 3.339
H13 0.790 -4.152 1.509
H14 1.010 -2.537 2.271
H15 -0.954 -3.523 3.038
H16 0.230 -3.726 4.381
Cl9 -2.101 -4.612 -0.060
C9 -3.586 -4.760 -1.109
C10 -3.773 -6.106 -1.755
Cl10 -5.373 -5.948 -2.544
H17 -3.491 -4.005 -1.884
H18 -4.389 -4.496 -0.421
H19 -3.872 -6.974 -1.083
H20 -2.962 -6.265 -2.420
Cl11 0.276 -0.339 -5.522
C11 0.780 0.920 -6.688
C12 2.167 0.507 -7.180
Cl12 2.792 1.912 -8.199
H21 0.949 1.880 -6.139
H22 0.065 0.959 -7.533
H23 2.107 -0.405 -7.796
H24 2.877 0.428 -6.383
Cl13 5.928 0.265 -2.016
C13 6.945 0.601 -0.576
C14 7.248 2.083 -0.359
Cl14 5.837 3.085 0.072
H25 7.874 0.091 -0.753
H26 6.405 0.213 0.279
H27 7.666 2.528 -1.257
H28 7.928 2.174 0.475
Cl15 -1.000 0.816 1.977
C15 -1.969 0.382 0.501
C16 -1.852 -1.054 0.257
Cl16 -3.172 -1.479 -0.862
H29 -1.595 0.991 -0.378
H30 -2.937 0.762 0.623
H31 -2.059 -1.683 1.113
H32 -0.926 -1.345 -0.227
Cl17 2.977 -0.060 8.169
C17 2.346 -0.002 6.520
C18 0.958 -0.610 6.471
Cl18 0.509 -0.821 4.741
H33 3.009 -0.533 5.863
H34 2.300 1.008 6.188
H35 0.247 0.051 6.935
H36 0.898 -1.619 6.888
C19 -7.356 2.242 3.486
O1 -6.988 1.211 2.441
P1 -5.819 1.456 1.399
O2 -4.617 2.108 1.945
O3 -5.537 0.006 0.921
C20 -6.418 -0.715 0.042
O4 -6.503 2.183 0.180
C21 -5.654 2.680 -0.910
H37 -8.082 2.926 2.998
H38 -6.463 2.702 3.943
H39 -7.933 1.697 4.176
H40 -6.917 -1.492 0.596
H41 -5.736 -1.164 -0.745
H42 -7.207 -0.140 -0.442
H43 -6.251 3.247 -1.617
H44 -5.154 1.884 -1.412
H45 -4.930 3.387 -0.486
C22 3.882 -1.164 0.849
O5 2.540 -1.613 0.487
P2 2.427 -2.457 -0.807
O6 3.211 -2.016 -1.964
O7 0.868 -2.563 -0.958
C23 0.373 -3.269 -2.142
O8 2.838 -3.946 -0.419
C24 4.243 -4.379 -0.563
H46 4.100 -0.162 0.521
H47 4.650 -1.823 0.462
H48 3.844 -1.251 1.888
H49 -0.664 -2.993 -2.317
H50 0.393 -4.291 -1.821
H51 1.002 -3.112 -3.023
H52 4.261 -5.375 -0.165
H53 4.897 -3.791 0.086
H54 4.705 -4.306 -1.559
C25 0.416 4.571 -4.866
O9 1.368 4.449 -3.809
P3 2.378 3.220 -3.726
O10 2.796 2.683 -5.045
O11 1.537 2.239 -2.833
C26 2.265 1.192 -2.158
O12 3.556 3.754 -2.791
C27 4.686 4.315 -3.506
H55 0.551 5.526 -5.379
H56 -0.583 4.652 -4.504
H57 0.301 3.775 -5.635
H58 2.581 0.490 -2.877
H59 1.466 0.698 -1.591
H60 3.088 1.521 -1.554
H61 5.062 3.620 -4.308
H62 5.470 4.432 -2.755
H63 4.493 5.363 -3.896
C28 3.198 1.968 2.830
O13 4.219 2.218 3.828
P4 5.485 1.263 3.970
O14 5.650 0.072 3.109
O15 6.795 2.235 3.867
C29 6.977 3.243 4.860
O16 5.402 0.973 5.495
C30 6.252 -0.063 6.103
H64 3.722 1.715 1.888
H65 2.662 2.903 2.706
H66 2.476 1.247 3.178
H67 7.975 3.624 4.589
H68 7.025 2.901 5.879
H69 6.232 4.059 4.757
H70 6.325 -0.813 5.336
H71 5.754 -0.372 7.010
H72 7.247 0.325 6.264
C31 -0.660 3.342 5.137
O17 -0.247 2.762 6.403
P5 0.717 3.510 7.347
O18 0.848 2.886 8.651
O19 2.074 3.785 6.612
C32 3.235 4.047 7.413
O20 0.127 4.991 7.495
C33 -0.948 5.255 8.388
H73 -0.886 4.405 5.166
H74 -1.487 2.794 4.823
H75 0.143 3.307 4.419
H76 3.273 5.142 7.653
H77 4.073 3.881 6.694
H78 3.242 3.432 8.316
H79 -1.005 4.415 9.163
H80 -1.870 5.282 7.771
H81 -0.794 6.209 8.940
C34 -3.495 -6.260 -5.697
O21 -2.648 -5.097 -5.984
P6 -1.919 -4.343 -4.834
O22 -1.483 -5.134 -3.675
O23 -0.823 -3.502 -5.569
C35 0.017 -4.066 -6.659
O24 -2.902 -3.190 -4.392
C36 -3.073 -2.066 -5.249
H82 -3.023 -6.992 -5.000
H83 -3.584 -6.843 -6.620
H84 -4.464 -5.895 -5.462
H85 0.705 -3.340 -7.008
H86 -0.617 -4.502 -7.434
H87 0.643 -4.918 -6.337
H88 -3.155 -2.313 -6.279
H89 -2.287 -1.309 -5.132
H90 -3.995 -1.587 -4.944
C37 -6.176 3.442 -5.455
O25 -5.426 2.507 -4.687
P7 -3.842 2.694 -4.636
O26 -3.276 3.785 -3.794
O27 -3.379 1.283 -4.258
C38 -2.210 1.143 -3.407
O28 -3.357 2.993 -6.094
C39 -3.597 2.186 -7.253
H91 -7.213 3.541 -5.051
H92 -6.208 3.050 -6.445
H93 -5.800 4.469 -5.493
H94 -2.197 0.125 -3.050
H95 -2.263 1.818 -2.557
H96 -1.271 1.429 -3.958
H97 -3.313 1.129 -7.030
H98 -3.032 2.728 -8.025
H99 -4.667 2.107 -7.580

Atomic forces in eV per Å
0.113 -0.255 -0.216
-0.049 -0.717 1.606
0.890 0.417 -1.050
0.124 -0.010 -0.135
-0.113 0.146 0.199
-0.098 0.548 -0.509
-0.208 -0.257 -0.135
-0.546 0.249 0.087
-0.284 -0.304 0.054
-0.288 -0.180 0.114
0.445 0.727 0.266
0.040 0.006 0.002
0.640 -0.510 -0.681
-0.606 0.202 -0.099
0.228 0.219 -0.073
-0.049 -0.286 0.418
0.375 -0.099 -1.222
-2.249 1.238 -0.539
0.536 0.393 2.231
0.507 0.397 -0.031
1.113 -0.004 0.093
0.097 -0.593 0.215
-0.022 -1.019 -0.802
-0.360 -0.165 0.090
-0.056 0.453 -0.330
-0.258 -1.137 -0.855
-1.860 -0.296 -2.548
0.707 1.117 0.223
0.500 0.503 0.301
0.421 -0.546 0.349
0.420 -0.222 0.764
0.064 0.120 1.999
-0.228 -0.440 -0.378
0.300 0.451 0.895
-0.514 -0.252 1.398
0.023 -0.231 -0.514
0.047 0.004 0.055
-0.060 -0.096 -0.248
0.156 0.630 -0.016
0.373 -0.256 -1.045
-0.185 -0.014 -0.028
1.019 0.519 -0.012
-0.537 0.690 -1.144
-0.329 -0.882 0.176
-0.624 -0.872 -0.539
0.339 0.142 0.737
0.265 0.497 0.178
0.195 -0.150 0.474
0.067 0.225 0.167
-0.608 0.898 -0.082
-0.192 -0.415 -0.406
-0.257 -0.188 -0.020
0.357 -0.295 0.153
0.151 -0.212 0.172
0.133 -0.023 0.030
0.283 0.001 0.138
-0.198 -0.035 -0.517
1.978 2.138 -0.697
-0.301 -1.299 -0.352
-0.233 -0.076 -0.762
0.043 -0.750 1.027
-1.521 0.154 0.761
0.217 0.082 0.372
0.120 -0.026 0.183
0.157 0.047 0.230
-0.517 -0.721 -0.067
0.275 -0.472 -0.183
-0.134 0.277 -0.035
0.412 -0.337 -0.135
0.053 0.925 -0.103
-0.406 0.125 0.112
0.188 0.324 0.158
0.255 -0.249 -2.288
-0.332 1.277 0.992
0.408 0.817 1.212
-0.317 -0.152 -0.260
-0.156 -0.857 -0.723
1.061 -0.810 -1.090
-0.105 0.519 -0.927
-0.140 1.109 1.200
0.901 0.035 0.274
-0.471 -0.173 -0.502
-0.365 -0.776 1.050
0.054 -0.398 0.313
-1.066 0.429 0.920
0.321 0.534 0.142
-0.404 -0.257 0.111
0.356 -0.742 -0.297
-0.073 -0.395 -0.118
-0.508 -0.601 -0.561
0.294 0.978 0.268
0.365 -1.070 -1.262
-0.041 0.526 -0.167
-0.099 0.614 -0.381
0.091 -0.262 0.584
1.169 -0.568 -0.221
-0.230 0.759 0.491
-0.320 0.364 -0.203
0.008 -0.090 -0.149
0.465 0.239 1.641
0.131 0.271 0.107
-0.132 -0.735 -0.454
-0.049 0.184 0.226
-0.052 -0.609 -0.134
-0.272 0.068 0.103
-0.952 -0.056 0.041
-0.661 0.459 -1.242
0.096 -0.293 -0.386
-0.211 0.226 -1.160
-0.137 0.325 1.014
0.697 0.540 0.547
-1.843 -0.598 0.331
-0.373 -0.028 -0.936
0.898 0.539 -0.327
0.527 -0.193 -0.060
-0.718 -0.084 1.088
1.054 0.201 0.687
0.677 -0.893 -0.856
0.557 0.026 0.309
0.211 0.459 0.301
-0.665 0.788 0.734
-0.113 -0.164 -0.021
-0.204 -1.384 0.233
0.770 0.588 -0.547
0.419 -0.538 -0.144
1.101 0.537 -0.581
-0.405 0.967 0.084
-1.497 -1.054 0.090
0.779 1.261 -1.136
0.000 -0.548 1.668
-0.598 0.817 -1.169
-0.716 -0.121 0.446
0.087 0.195 -0.075
0.058 -0.598 0.007
-0.414 0.264 0.360
-0.256 -0.528 0.327
0.329 -0.513 0.065
0.031 -0.844 0.129
0.018 -0.119 0.070
0.205 0.292 0.318
1.297 0.871 0.303
-0.411 -0.106 -1.449
-0.080 1.707 1.856
0.142 -0.959 0.612
-0.296 -0.341 -0.589
0.888 1.261 -0.964
0.531 0.376 -0.433
-0.655 -1.067 0.962
-0.289 0.066 0.728
-1.326 -0.938 -0.613
0.398 -0.583 -0.280
-0.225 -0.946 0.072
-0.437 -0.261 0.957
0.152 0.021 -0.278
-0.079 1.155 -1.023
0.332 0.125 0.657
0.040 -0.593 -0.676
1.333 -0.819 -0.887
-0.475 -1.498 -0.610
0.388 0.320 1.421
-0.259 -0.126 -0.469
1.584 -0.460 -1.747
-0.773 -1.526 1.120
0.109 0.200 0.145
-0.371 1.235 0.895
-0.439 1.139 0.030
0.119 0.474 -0.121
-0.720 0.081 0.776
0.109 1.085 -0.253
-0.109 0.571 -0.060
-0.382 0.385 0.547
0.012 -0.549 -0.924
0.058 -0.492 0.080
-0.254 0.004 0.077
-1.263 0.682 0.358
0.613 0.116 0.320
0.375 3.171 1.226
-0.983 -1.095 -0.505
0.517 -1.773 0.646
1.013 0.691 -0.372
-0.457 -0.079 -1.116
-0.459 -0.566 0.007
0.868 -0.485 -0.155
-0.334 -0.049 -0.851
0.497 -0.289 0.271
0.081 -0.268 -0.172
-0.350 0.111 0.061
-0.998 -0.568 0.349
0.357 0.832 -0.505
-0.097 -0.888 0.037
0.725 0.514 0.518

For the highest occupied orbital energy, the calculation gives -10.10 eV. For the total energy, the calculation gives -389822.829 eV. The LUMO energy comes out at 0.0102 Eh. As for the total charge: 0. As for the frontier orbital gap: 10.37 eV. The value obtained for the strongest force on any atom is 3.420 eV Å⁻¹.